Record 1
# C88H217N15O18

A cluster of 18 separate species, C88H217N15O18 in total in a non-equilibrium geometry (ωB97M-V with the def2-TZVPD basis set, the Open Molecules 2025 dataset).

The HOMO energy is -8.118 eV. The largest force on an atom comes out at 4.85 eV Å⁻¹. The HOMO-LUMO gap is 8.12 eV.

Each line ends with the Löwdin charge.
Atoms and positions in Å:
C -6.760 7.422 -1.102  -0.045
C -6.358 7.475 0.377  -0.483
C -7.155 6.383 1.110  -0.167
C -6.642 5.842 2.416  -0.165
C -5.147 5.381 2.223  -0.095
C -4.247 6.522 1.603  -0.448
N -4.924 7.127 0.475  -0.104
O -4.112 8.083 -0.181  -0.028
C -3.835 7.631 2.700  -0.009
C -2.918 5.874 1.130  -0.040
C -6.730 8.908 0.953  -0.013
H -7.836 7.526 -1.244  0.084
H -6.455 6.488 -1.573  0.072
H -6.350 8.298 -1.605  0.083
H -8.117 6.824 1.373  0.118
H -7.363 5.554 0.434  0.110
H -7.263 5.064 2.862  0.109
H -6.758 6.664 3.123  0.104
H -5.006 4.444 1.686  0.093
H -4.829 5.128 3.234  0.106
H -4.703 8.278 2.832  0.059
H -3.562 7.310 3.705  0.074
H -3.008 8.249 2.351  0.051
H -2.422 5.337 1.938  0.086
H -3.006 5.244 0.245  0.056
H -2.175 6.603 0.806  0.052
H -6.703 8.891 2.043  0.066
H -7.698 9.217 0.558  0.078
H -5.968 9.567 0.537  0.075
H -3.679 7.639 -0.913  0.041
C -7.466 -3.837 -2.473  -0.023
C -7.439 -3.648 -0.945  -0.453
C -7.321 -5.026 -0.163  -0.142
C -5.965 -5.622 -0.206  -0.184
C -4.898 -4.627 0.348  -0.103
C -4.915 -3.236 -0.343  -0.472
N -6.335 -2.768 -0.428  -0.163
O -6.389 -1.529 -0.899  -0.030
C -4.100 -2.260 0.525  -0.032
C -4.309 -3.345 -1.754  -0.019
C -8.737 -2.962 -0.507  -0.054
H -6.906 -4.710 -2.809  0.073
H -7.023 -3.009 -3.027  0.073
H -8.508 -3.862 -2.793  0.079
H -7.738 -4.932 0.839  0.118
H -7.982 -5.762 -0.622  0.118
H -5.663 -6.004 -1.182  0.104
H -6.015 -6.512 0.420  0.111
H -3.918 -5.019 0.076  0.101
H -4.982 -4.416 1.413  0.111
H -4.539 -2.021 1.493  0.084
H -3.102 -2.614 0.783  0.074
H -3.888 -1.374 -0.073  0.065
H -3.225 -3.297 -1.655  0.053
H -4.570 -4.267 -2.274  0.076
H -4.686 -2.508 -2.343  0.075
H -8.874 -1.973 -0.946  0.079
H -8.719 -2.789 0.569  0.081
H -9.614 -3.583 -0.689  0.086
H -6.575 -1.056 -0.085  0.118
C -5.018 -4.268 5.836  -0.019
C -3.438 -4.040 6.036  -0.439
C -2.988 -3.090 4.865  -0.127
C -3.479 -1.640 5.072  -0.192
C -3.066 -1.123 6.413  -0.150
C -3.297 -2.049 7.675  -0.447
N -2.995 -3.469 7.324  -0.137
O -3.126 -4.386 8.306  0.006
C -2.219 -1.528 8.639  -0.038
C -4.716 -1.746 8.176  -0.030
C -2.760 -5.420 5.741  -0.032
H -5.648 -3.387 5.955  0.050
H -5.261 -4.845 6.728  0.074
H -5.311 -4.825 4.946  0.077
H -1.900 -3.052 4.805  0.080
H -3.323 -3.511 3.917  0.105
H -4.568 -1.662 5.022  0.096
H -3.267 -0.902 4.299  0.106
H -3.468 -0.113 6.484  0.123
H -1.999 -0.941 6.287  0.091
H -2.418 -0.497 8.928  0.088
H -2.256 -2.088 9.573  0.079
H -1.174 -1.626 8.343  0.072
H -4.906 -2.259 9.119  0.079
H -4.754 -0.734 8.579  0.081
H -5.579 -2.004 7.563  0.072
H -1.682 -5.261 5.790  0.069
H -2.914 -5.654 4.687  0.076
H -3.190 -6.264 6.279  0.084
H -2.207 -4.652 8.391  0.113
C 0.526 -5.460 3.796  -0.026
C 1.470 -5.025 2.618  -0.414
C 2.426 -3.848 3.067  -0.104
C 3.630 -4.180 4.001  -0.158
C 4.365 -5.391 3.431  -0.123
C 3.450 -6.600 3.029  -0.480
N 2.274 -6.222 2.238  -0.116
O 1.598 -7.276 1.585  -0.001
C 4.373 -7.524 2.171  -0.038
C 3.131 -7.475 4.261  -0.042
C 0.564 -4.515 1.455  -0.033
H -0.147 -6.252 3.467  0.088
H -0.105 -4.599 4.014  0.051
H 1.038 -5.701 4.728  0.065
H 2.748 -3.257 2.210  0.104
H 1.778 -3.147 3.594  0.078
H 3.259 -4.384 5.005  0.103
H 4.253 -3.285 4.015  0.097
H 5.087 -5.801 4.138  0.119
H 4.782 -5.052 2.483  0.098
H 5.374 -7.624 2.592  0.090
H 3.895 -8.486 1.985  0.075
H 4.362 -7.179 1.137  0.065
H 2.662 -8.371 3.854  0.077
H 4.007 -7.880 4.768  0.082
H 2.465 -7.096 5.036  0.062
H -0.057 -5.295 1.014  0.061
H 1.058 -4.104 0.575  0.061
H -0.083 -3.703 1.788  0.078
H 1.869 -7.100 0.681  0.071
C 2.035 0.926 1.830  -0.028
C 0.787 0.525 0.935  -0.425
C 0.153 1.871 0.390  -0.124
C -0.851 1.557 -0.725  -0.169
C -0.096 0.804 -1.858  -0.101
C 0.674 -0.502 -1.431  -0.429
N 1.414 -0.230 -0.188  -0.100
O 2.082 -1.381 0.251  -0.028
C -0.307 -1.725 -1.214  -0.010
C 1.614 -0.880 -2.638  -0.007
C -0.177 -0.220 1.873  -0.028
H 1.823 1.503 2.731  0.060
H 2.666 1.608 1.260  0.064
H 2.705 0.140 2.179  0.073
H -0.348 2.363 1.224  0.114
H 0.893 2.583 0.025  0.096
H -1.219 2.547 -0.994  0.096
H -1.697 0.984 -0.347  0.094
H 0.651 1.493 -2.253  0.105
H -0.842 0.584 -2.621  0.095
H -0.767 -2.112 -2.123  0.051
H 0.217 -2.591 -0.810  0.059
H -1.173 -1.463 -0.606  0.061
H 2.062 -1.834 -2.361  0.059
H 1.035 -1.032 -3.549  0.072
H 2.467 -0.212 -2.759  0.073
H 0.117 -1.269 1.856  0.066
H -1.224 -0.295 1.577  0.062
H -0.216 0.206 2.875  0.073
H 2.994 -1.088 0.180  0.066
C 6.114 -1.951 1.450  -0.132
O 5.115 -1.570 0.527  -0.152
H 6.078 -3.032 1.585  0.060
H 7.103 -1.675 1.084  0.081
H 5.928 -1.458 2.404  0.081
H 5.346 -1.850 -0.362  0.043
C 3.548 -2.162 -5.883  -0.134
O 4.665 -3.047 -6.030  -0.121
H 3.789 -1.255 -5.329  0.069
H 3.085 -1.867 -6.824  0.064
H 2.741 -2.691 -5.376  0.060
H 5.275 -2.655 -6.659  0.037
C 0.379 3.709 5.071  -0.146
O 1.697 3.232 5.095  -0.140
H -0.369 3.006 4.704  0.086
H 0.143 4.088 6.066  0.081
H 0.360 4.632 4.491  0.054
H 2.356 3.879 5.355  0.090
C 3.941 -0.953 7.307  -0.042
C 3.246 0.112 6.423  -0.417
C 2.095 -0.431 5.498  -0.165
O 1.298 -1.154 6.429  -0.194
C 0.450 -2.082 5.846  -0.127
N 2.655 1.101 7.291  0.032
H 4.782 -0.475 7.810  0.075
H 4.270 -1.715 6.601  0.065
H 3.218 -1.361 8.013  0.075
H 3.925 0.666 5.775  0.129
H 2.552 -1.088 4.758  0.110
H 1.560 0.402 5.042  0.106
H 0.020 -1.842 4.873  0.082
H -0.363 -2.396 6.501  0.063
H 1.064 -2.975 5.727  0.082
H 1.839 0.683 7.714  0.067
H 2.251 1.777 6.658  0.029
C 4.536 -4.757 -0.697  -0.040
C 4.396 -4.089 -2.066  -0.428
C 5.766 -3.724 -2.716  -0.132
O 6.382 -2.703 -1.904  -0.228
C 7.665 -2.449 -2.353  -0.113
N 3.584 -4.944 -2.893  0.057
H 3.547 -5.056 -0.350  0.062
H 4.952 -4.206 0.147  0.046
H 5.285 -5.541 -0.810  0.087
H 3.847 -3.150 -1.991  0.111
H 5.589 -3.203 -3.658  0.107
H 6.399 -4.608 -2.789  0.131
H 8.365 -3.262 -2.159  0.095
H 8.040 -1.568 -1.834  0.092
H 7.529 -2.161 -3.395  0.073
H 3.464 -4.477 -3.780  0.057
H 2.713 -5.164 -2.432  0.021
C -0.109 8.250 3.634  -0.039
C 1.195 8.092 2.789  -0.406
C 1.016 6.922 1.749  -0.193
O 2.174 6.650 0.991  -0.211
C 2.071 5.534 0.116  -0.082
N 1.526 9.283 2.044  0.037
H -1.023 8.512 3.103  0.051
H 0.093 9.021 4.378  0.080
H -0.331 7.274 4.067  0.063
H 2.028 7.863 3.454  0.126
H 0.152 7.054 1.098  0.115
H 0.947 6.032 2.375  0.107
H 1.840 4.648 0.708  0.078
H 3.000 5.334 -0.417  0.069
H 1.299 5.659 -0.644  0.075
H 2.323 9.057 1.466  0.063
H 0.813 9.478 1.356  0.074
C 6.651 -0.169 -5.355  -0.056
C 6.913 0.708 -6.631  -0.388
C 5.845 0.420 -7.670  -0.214
O 5.986 -0.930 -8.062  -0.189
C 5.014 -1.363 -8.954  -0.124
N 6.787 2.079 -6.228  0.043
H 5.712 -0.070 -4.811  0.068
H 7.487 -0.210 -4.656  0.069
H 6.643 -1.223 -5.634  0.058
H 7.876 0.485 -7.090  0.148
H 5.980 1.085 -8.523  0.127
H 4.892 0.654 -7.196  0.122
H 4.054 -0.847 -8.944  0.087
H 4.851 -2.426 -8.775  0.091
H 5.421 -1.205 -9.953  0.091
H 5.875 2.400 -5.935  0.053
H 6.972 2.686 -7.014  0.072
C -1.172 6.281 -2.231  -0.068
C -2.212 6.227 -3.340  -0.374
C -2.299 4.916 -4.109  -0.205
O -1.103 4.805 -4.871  -0.177
C -1.104 3.667 -5.765  -0.085
N -3.521 6.435 -2.649  0.045
H -1.255 7.184 -1.627  0.076
H -0.192 6.302 -2.709  0.076
H -1.174 5.436 -1.542  0.066
H -2.096 7.125 -3.947  0.146
H -3.195 4.897 -4.728  0.123
H -2.424 4.094 -3.404  0.115
H -1.416 2.752 -5.262  0.058
H -0.187 3.368 -6.272  0.079
H -1.839 3.890 -6.538  0.086
H -4.278 6.469 -3.317  0.078
H -3.811 5.648 -2.086  0.044
C -1.639 0.716 -8.094  -0.050
C -0.616 -0.015 -7.238  -0.483
C -0.995 -1.417 -6.851  -0.174
O 0.070 -2.019 -6.085  -0.192
C -0.297 -3.091 -5.263  -0.124
N 0.606 0.000 -7.975  0.041
H -1.788 0.135 -9.004  0.086
H -1.414 1.755 -8.336  0.072
H -2.589 0.799 -7.567  0.072
H -0.336 0.512 -6.326  0.127
H -1.108 -1.982 -7.776  0.133
H -1.995 -1.398 -6.418  0.110
H -1.038 -2.721 -4.553  0.068
H 0.438 -3.585 -4.628  0.082
H -0.885 -3.813 -5.830  0.090
H 0.882 0.907 -8.324  0.074
H 1.252 -0.322 -7.269  0.054
C -3.424 0.489 -4.232  -0.035
C -4.909 0.810 -3.906  -0.421
C -5.125 1.265 -2.448  -0.152
O -4.628 2.635 -2.211  -0.210
C -4.990 3.134 -0.926  -0.113
N -5.357 1.871 -4.755  0.041
H -2.765 1.355 -4.167  0.056
H -3.220 -0.189 -5.061  0.059
H -3.056 -0.037 -3.351  0.054
H -5.502 -0.077 -4.127  0.138
H -4.585 0.562 -1.814  0.106
H -6.200 1.268 -2.264  0.121
H -4.754 4.197 -0.871  0.049
H -4.422 2.668 -0.121  0.085
H -6.049 3.126 -0.670  0.088
H -6.329 1.877 -4.481  0.069
H -5.095 2.714 -4.264  0.052
C 5.842 1.366 -0.539  -0.049
C 5.512 1.469 -2.026  -0.404
C 4.533 2.560 -2.598  -0.142
O 4.349 2.349 -4.017  -0.227
C 3.359 3.061 -4.710  -0.117
N 6.765 1.627 -2.737  0.042
H 6.651 0.660 -0.348  0.073
H 5.029 0.917 0.032  0.058
H 6.221 2.346 -0.247  0.072
H 5.129 0.519 -2.398  0.122
H 4.877 3.564 -2.349  0.123
H 3.567 2.286 -2.172  0.107
H 3.320 2.809 -5.770  0.080
H 3.405 4.147 -4.641  0.087
H 2.384 2.806 -4.293  0.073
H 6.682 1.462 -3.729  0.008
H 7.124 2.570 -2.683  0.078
C 5.353 5.791 0.737  -0.061
C 5.476 5.843 2.238  -0.485
C 6.780 5.175 2.622  -0.190
O 6.993 3.799 2.236  -0.166
C 5.944 2.889 2.697  -0.082
N 5.197 7.165 2.772  0.060
H 4.552 6.389 0.302  0.058
H 5.176 4.771 0.396  0.068
H 6.327 6.132 0.386  0.088
H 4.593 5.278 2.539  0.116
H 6.797 5.336 3.700  0.115
H 7.591 5.803 2.253  0.130
H 5.855 2.832 3.782  0.082
H 6.138 1.871 2.360  0.076
H 4.959 3.193 2.341  0.066
H 4.225 7.336 2.561  0.044
H 5.176 6.977 3.765  0.067
C -1.531 -5.202 -1.885  -0.024
C -0.529 -6.431 -2.015  -0.381
C -0.574 -7.002 -3.430  -0.182
O -1.795 -7.595 -3.838  -0.177
C -2.296 -8.646 -3.103  -0.134
N 0.808 -6.071 -1.581  0.037
H -1.375 -4.282 -2.449  0.052
H -1.538 -4.815 -0.866  0.057
H -2.521 -5.571 -2.152  0.066
H -0.663 -7.259 -1.319  0.130
H 0.257 -7.700 -3.527  0.124
H -0.464 -6.248 -4.209  0.124
H -1.667 -9.537 -3.085  0.092
H -3.295 -8.942 -3.421  0.091
H -2.450 -8.298 -2.081  0.075
H 0.816 -5.927 -0.581  0.017
H 1.418 -6.871 -1.666  0.079

***

Record 2
# C8F24KN4O16S8

A structure of composition C8F24KN4O16S8 in a non-equilibrium geometry (ωB97M-V with the def2-TZVPD basis set, the Open Molecules 2025 dataset).

The HOMO energy is -2.710 eV. As for the charge: -3. The largest force on an atom comes out at 7.54 eV Å⁻¹. The HOMO-LUMO gap is 8.15 eV.

Each line ends with the Löwdin charge.
Atoms and positions in Å:
K 0.941 0.193 0.792  0.802
C -0.895 5.279 0.586  -0.566
F -0.557 4.720 -0.653  0.078
F 0.066 6.169 1.011  0.081
F -2.049 5.866 0.519  0.159
S -1.065 3.815 1.848  0.707
O -2.483 3.755 2.192  -0.300
O -0.536 2.740 1.024  -0.361
N -0.136 4.259 3.211  -0.288
S -0.441 3.141 4.169  0.502
O -1.164 3.510 5.384  -0.308
O -0.910 1.860 3.651  -0.322
C 1.245 2.722 4.744  -0.737
F 1.840 3.850 5.028  0.147
F 1.113 1.940 5.793  0.141
F 1.940 2.027 3.843  0.128
C -0.078 2.497 -3.689  -0.625
F -0.138 2.386 -2.343  0.113
F -1.290 2.802 -4.130  0.133
F 0.767 3.482 -4.032  0.113
S 0.410 0.803 -4.510  0.742
O -0.210 -0.281 -3.734  -0.301
O 0.003 0.861 -5.914  -0.325
N 2.191 0.967 -4.306  -0.310
S 2.563 -0.057 -3.252  0.517
O 2.029 0.187 -1.928  -0.394
O 2.431 -1.456 -3.694  -0.329
C 4.467 0.345 -3.010  -0.625
F 4.966 0.779 -4.190  0.089
F 4.457 1.405 -2.201  0.115
F 5.036 -0.781 -2.600  0.143
C -4.676 -4.363 -1.458  -0.638
F -3.450 -4.258 -0.937  0.115
F -4.691 -5.480 -2.230  0.103
F -5.517 -4.441 -0.455  0.131
S -5.064 -2.693 -2.462  0.698
O -4.350 -2.939 -3.718  -0.327
O -6.505 -2.695 -2.561  -0.350
N -4.551 -1.434 -1.289  -0.283
S -3.261 -0.998 -2.010  0.533
O -2.150 -1.928 -1.972  -0.312
O -3.498 -0.343 -3.343  -0.352
C -2.653 0.325 -0.694  -0.627
F -1.339 0.387 -0.992  0.050
F -3.251 1.523 -0.725  0.134
F -2.781 -0.174 0.521  0.137
C 1.685 -1.314 4.614  -0.514
F 0.850 -2.398 4.770  0.081
F 0.906 -0.461 3.924  0.082
F 2.052 -0.758 5.841  0.092
S 3.074 -2.073 3.455  0.745
O 4.250 -1.223 3.399  -0.317
O 3.337 -3.406 4.115  -0.355
N 2.253 -2.213 1.900  -0.348
S 2.415 -3.671 1.569  0.533
O 3.779 -4.170 1.636  -0.328
O 1.398 -4.631 2.083  -0.338
C 1.901 -3.504 -0.298  -0.677
F 2.584 -2.550 -0.912  0.124
F 2.110 -4.677 -0.877  0.133
F 0.630 -3.227 -0.505  0.155

***

Record 3
# C8H10

An isolated molecule of C8H10 in a non-equilibrium geometry (ωB97M-V with the def2-TZVPD basis set, the Open Molecules 2025 dataset).

Its SMILES is CCc1ccccc1. The HOMO energy is -8.812 eV. The largest force on an atom comes out at 7.12 eV Å⁻¹. The HOMO-LUMO gap is 9.85 eV.

Each line ends with the Löwdin charge.
Atoms and positions in Å:
C 1.686 1.927 0.731  -0.105
C 1.445 0.788 -0.354  -0.245
C 0.227 0.021 -0.227  -0.240
C -0.900 0.416 0.470  -0.057
C -2.039 -0.301 0.528  -0.063
C -2.108 -1.614 -0.009  -0.061
C -0.992 -2.015 -0.773  -0.091
C 0.196 -1.281 -0.861  -0.033
H 1.496 1.226 1.726  0.136
H 0.936 2.756 0.602  0.069
H 2.693 2.369 0.500  0.069
H 1.506 1.240 -1.249  0.057
H 2.458 0.026 -0.343  0.181
H -0.877 1.342 0.797  0.057
H -2.862 -0.068 0.993  0.049
H -3.031 -2.138 0.017  0.085
H -0.900 -3.012 -1.462  0.146
H 1.064 -1.682 -1.086  0.046

***

Record 4
# C8H10AsBF4OPtS5

A structure of composition C8H10AsBF4OPtS5 (ωB97M-V with the def2-TZVPD basis set, the Open Molecules 2025 dataset).

The HOMO energy (alpha / beta) is -1.531 / -1.933 eV. As for the charge: -2. The largest force on an atom comes out at 0.32 eV Å⁻¹. The HOMO-LUMO gap (alpha / beta) is 5.88 / 5.93 eV. As for the multiplicity: 3.

Each line ends with the Löwdin charge.
Atoms and positions in Å:
Pt 1.439 -0.202 -1.996  0.345
S -1.444 -1.190 -5.426  -0.217
As -1.457 -0.775 -3.376  -0.527
S -0.063 -2.050 -2.183  -0.105
S -0.084 1.037 -2.981  -0.020
S -3.310 -0.409 -2.435  -0.178
F 3.731 -0.657 -1.900  -0.064
B 5.165 -0.876 -2.001  -1.222
F 5.376 -2.221 -2.318  0.096
F 5.734 -0.570 -0.759  0.092
F 5.668 -0.040 -2.998  0.101
C -4.275 1.176 1.098  -0.065
C -2.811 0.852 1.194  -0.291
C -1.861 1.852 1.364  -0.045
C -0.503 1.565 1.317  -0.072
C -0.104 0.257 1.122  -0.420
C -1.032 -0.761 0.950  -0.114
C -2.379 -0.457 0.993  -0.075
S 1.630 -0.090 0.897  0.807
C 1.934 -0.812 2.525  -0.236
O 2.338 1.212 0.903  -0.525
H -4.485 2.185 1.456  0.066
H -4.881 0.472 1.672  0.072
H -4.582 1.109 0.051  0.059
H -2.188 2.880 1.483  0.103
H 0.251 2.340 1.377  0.103
H -0.707 -1.762 0.694  0.077
H -3.107 -1.231 0.784  0.105
H 1.697 -0.061 3.280  0.055
H 2.991 -1.071 2.555  0.047
H 1.317 -1.701 2.653  0.048

***

Number 1: electronic energy -153964.8734 eV. Number 2: electronic energy -215238.6368 eV. Number 3: electronic energy -8455.6372 eV. Number 4: electronic energy -140322.3043 eV.